(1)
Below is a molecular structure, C40H56Br2Cl3N7O2PSSbSe4Ti, with properties calculated with ωB97M-V/def2-TZVPD.

Atoms and positions in Å:
1 Ti 11.7421 11.7994 14.0246
2 Br 6.5725 11.6872 13.1140
3 C 7.6363 12.8144 14.2960
4 C 6.9356 13.7601 15.0665
5 C 7.4594 14.3319 16.1520
6 Br 6.3107 15.3706 17.2692
7 C 8.8495 14.1777 16.4052
8 C 9.5254 14.7256 17.5091
9 C 10.7765 14.1836 17.8132
10 C 11.3395 13.1893 17.0280
11 N 10.8315 12.9084 15.8405
12 C 9.5712 13.3258 15.5274
13 C 8.9594 12.5469 14.4983
14 O 9.7077 11.6646 13.8797
15 H 5.8759 13.8599 14.9561
16 H 9.1103 15.5156 18.1481
17 H 11.3435 14.4417 18.6448
18 H 12.3189 12.7542 17.2822
19 Cl 15.5028 15.2905 11.9801
20 C 15.4877 13.8284 12.9182
21 Cl 16.8675 10.8356 6.8113
22 Cl 16.9730 13.3854 13.5955
23 C 14.3854 13.1580 13.0425
24 N 13.4484 12.4904 13.1968
25 Se 15.8525 8.3149 18.2103
26 Sb 15.6151 10.7805 18.4306
27 Se 13.6128 10.8049 15.6887
28 Se 17.7512 11.9298 18.6561
29 Se 13.8865 11.4082 20.1301
30 C 8.9837 10.0048 16.2188
31 N 10.1006 9.4576 17.0029
32 C 10.3409 9.6385 18.3500
33 C 11.5714 9.1297 18.5974
34 N 12.0452 8.6239 17.4221
35 C 11.1537 8.8044 16.4371
36 S 11.3168 8.4303 14.7796
37 H 8.1087 9.3240 16.2881
38 H 9.2814 10.1072 15.1935
39 H 8.7510 10.9750 16.6081
40 H 9.7198 10.2387 18.9753
41 H 12.2709 9.1409 19.4504
42 H 13.0431 8.3860 17.2272
43 C 9.0862 14.2000 9.4677
44 C 8.8476 13.0651 10.4283
45 N 10.0929 13.0072 11.1675
46 C 10.4824 14.0139 11.9506
47 N 11.1995 13.8348 12.9854
48 C 11.7901 14.9828 13.5588
49 C 10.6463 15.9982 13.7027
50 C 10.3981 16.4470 12.2698
51 N 10.0810 15.2585 11.4995
52 C 9.3881 15.4873 10.2394
53 H 8.2380 14.3953 8.8446
54 H 9.9807 13.9677 8.8686
55 H 8.6099 12.1074 9.9457
56 H 7.9935 13.3303 11.0842
57 H 10.2918 12.0855 11.6021
58 H 12.6183 15.4376 12.9877
59 H 12.2816 14.6554 14.4960
60 H 10.9190 16.8134 14.3470
61 H 9.8003 15.4847 14.1000
62 H 11.2524 16.9309 11.8132
63 H 9.5601 17.1891 12.2075
64 H 9.9654 16.1597 9.5669
65 H 8.4804 15.9996 10.4698
66 O 11.5314 10.7318 12.2662
67 P 12.1407 9.9104 11.1008
68 C 13.6216 8.8864 11.5583
69 C 14.7169 9.5472 12.3577
70 C 16.0130 9.8782 11.6637
71 C 16.5289 8.7388 10.8369
72 C 15.4809 8.5104 9.7873
73 C 14.2020 8.0137 10.4186
74 C 10.8023 8.7030 10.9176
75 C 10.9820 7.5850 9.8684
76 C 9.6197 7.3043 9.3171
77 C 8.9863 8.5041 8.5701
78 C 9.0552 9.7965 9.4061
79 C 9.4358 9.4316 10.8094
80 C 12.4112 10.9427 9.6581
81 C 12.5768 10.1761 8.3882
82 C 13.1976 10.9523 7.2001
83 C 13.1328 12.4620 7.4747
84 C 13.8641 12.8521 8.7293
85 C 13.5780 11.9027 9.9351
86 H 13.1335 8.2129 12.2243
87 H 15.0059 8.8358 13.1848
88 H 14.3111 10.4062 12.8939
89 H 15.8703 10.6591 10.9423
90 H 16.6937 10.2133 12.4387
91 H 16.5281 7.8349 11.4300
92 H 17.5360 8.8809 10.4806
93 H 15.7870 7.7297 9.0618
94 H 15.2957 9.4382 9.2794
95 H 14.4484 7.0718 10.9653
96 H 13.5075 7.7936 9.5932
97 H 10.8625 8.2606 11.9528
98 H 11.3613 6.6706 10.3420
99 H 11.6560 7.8276 9.0479
100 H 8.8941 7.0105 10.0916
101 H 9.6037 6.4551 8.5862
102 H 7.9463 8.2138 8.4047
103 H 9.4552 8.6817 7.6340
104 H 8.0900 10.2688 9.4035
105 H 9.7764 10.4929 8.9589
106 H 8.6890 8.8115 11.2665
107 H 9.4375 10.2954 11.4465
108 H 11.5053 11.5718 9.5917
109 H 11.6146 9.7978 8.0500
110 H 13.2147 9.3063 8.5970
111 H 12.6695 10.7255 6.2655
112 H 14.2387 10.7479 7.0820
113 H 12.0873 12.7864 7.5359
114 H 13.6121 13.0226 6.6895
115 H 13.6638 13.9081 9.0348
116 H 14.9469 12.7266 8.5270
117 H 13.3818 12.4605 10.8065
118 H 14.4314 11.2720 10.1532

Values from the calculation:
- Net charge: -2
- Multiplicity: 3

---

(2)
Below is a gas-phase ion, H4NO2P2 (charge -1), with properties calculated with ωB97M-V/def2-TZVPD.

Atoms and positions in Å:
1 N -1.2741 -0.9524 0.0513
2 O -0.5754 0.9774 -1.5281
3 O 1.1571 -0.9000 -0.7341
4 P 0.6747 1.3069 1.3286
5 P -0.0457 0.0809 -0.4646
6 H -0.9876 -1.6487 -0.5731
7 H -2.0290 -0.4910 -0.5545
8 H 1.8791 1.5076 0.6653
9 H 1.2009 0.1193 1.8093

Values from the calculation:
- Net charge: -1
- SMILES: N[P@](=O)([O-])P

---

(3)
Below is 2 unconnected molecules or ions with the total composition C3H9NS, with properties calculated with ωB97M-V/def2-TZVPD.

Atoms and positions in Å:
1 C 0.2156 1.1990 -0.1497
2 C 0.5310 -0.2323 -0.5517
3 C -0.8872 -1.0244 -0.0408
4 H -0.7034 1.4559 -0.5253
5 H 1.0140 1.7979 -0.4464
6 H 0.1290 1.5836 1.0284
7 H 0.6986 -0.0075 -1.6682
8 H 2.1209 -0.5985 0.8744
9 H 2.3974 -0.7251 -0.7096
10 H -0.7352 -2.0867 -0.0604
11 H -0.9629 -0.4700 1.0317
12 H -2.8674 0.2540 1.5995
13 N 1.6907 -0.8915 -0.0454
14 S -2.6411 -0.2542 -0.3365

---

(4)
Below is a molecular structure, C4H6NOS, with properties calculated with ωB97M-V/def2-TZVPD.

Atoms and positions in Å:
1 C 0.7579 -0.5793 -0.5436
2 C -0.3965 1.4113 0.3473
3 C 0.4196 -1.5643 -1.6075
4 C -0.9056 1.3061 1.7223
5 N 0.2735 0.3836 -0.0215
6 O 1.3546 -2.4903 -1.3143
7 S 2.3714 -1.6425 -0.2615
8 H -0.5991 2.3118 -0.2024
9 H -0.6556 -1.7558 -1.6700
10 H 0.5558 -1.0217 -2.5634
11 H -1.8469 0.6999 1.6154
12 H -0.2835 0.6346 2.2118
13 H -1.0455 2.3067 2.2873

Values from the calculation:
- Net charge: +1

---

(5)
Below is a molecular structure, C3H10O2P2, with properties calculated with ωB97M-V/def2-TZVPD.

Atoms and positions in Å:
1 C -0.2576 -2.2073 0.1292
2 C -1.7090 2.6410 0.6326
3 C 2.8757 -1.4329 0.4532
4 O -0.8540 -1.3926 -0.5800
5 O -0.7301 1.7074 0.2670
6 P -2.2122 1.4012 -2.0173
7 P -0.5627 0.8302 -1.0686
8 H 2.8821 -2.3189 1.1479
9 H 0.7132 -2.5939 -0.1230
10 H -0.6114 -2.4664 1.2167
11 H -1.5026 2.9648 1.6181
12 H -2.7402 2.2566 0.6294
13 H -1.6214 3.6012 -0.1936
14 H 3.5907 -0.7041 0.9141
15 H 1.9255 -0.8776 0.4481
16 H 3.0748 -1.7386 -0.5282
17 H -2.2608 0.3300 -2.9456

---

(6)
Below is 3 unconnected molecules or ions with the total composition C14H21F17O8P2Si, with properties calculated with ωB97M-V/def2-TZVPD.

Atoms and positions in Å:
1 F -2.1826 -1.4036 4.7939
2 C -1.0248 -0.8208 4.5097
3 F -0.0349 -1.6980 4.4964
4 F -0.7804 0.0186 5.5312
5 C -1.1225 0.0652 3.2300
6 F 0.0257 0.7056 2.9863
7 F -1.9825 1.0652 3.5751
8 C -1.7567 -0.5879 1.9541
9 F -1.6079 0.2898 0.9486
10 F -3.0928 -0.6291 2.1827
11 C -1.3442 -2.0274 1.5622
12 F -2.1098 -2.3667 0.4925
13 F -1.6725 -2.9411 2.4892
14 C 0.1461 -2.2836 1.1550
15 F 1.0640 -1.6171 1.8953
16 F 0.3741 -3.5937 1.4104
17 C 0.5024 -2.0974 -0.3638
18 F 0.1099 -3.2488 -0.9772
19 F -0.1516 -1.1142 -0.9900
20 C 2.0410 -1.9931 -0.6234
21 F 2.7514 -2.8983 0.0796
22 F 2.2164 -2.3615 -1.9219
23 C 2.6757 -0.5688 -0.4734
24 F 3.0240 -0.0892 -1.7129
25 F 1.8521 0.3635 0.1017
26 Si 4.3299 -0.5575 0.5688
27 H 4.4238 0.7678 1.2149
28 H 4.2747 -1.5251 1.6821
29 H 5.4689 -0.7969 -0.3299
30 C -4.3628 2.6559 4.2390
31 O -4.2472 3.6606 5.2313
32 P -3.9449 5.3109 5.0690
33 O -4.5556 5.6953 6.3834
34 O -4.9416 5.4976 3.7876
35 C -6.2272 4.9274 3.6284
36 O -3.2139 6.7717 4.6737
37 C -4.0313 7.9296 4.7152
38 H -3.9098 1.7418 4.6210
39 H -5.4121 2.4069 4.0623
40 H -3.8752 2.9376 3.3021
41 H -6.6796 4.6251 4.5723
42 H -6.1588 4.0918 2.9316
43 H -6.8708 5.6652 3.1462
44 H -4.4840 8.0701 5.6952
45 H -4.8003 7.8976 3.9429
46 H -3.3836 8.7832 4.5115
47 C 3.7258 -4.4779 -4.4379
48 O 4.7130 -4.1626 -5.4032
49 P 4.5580 -3.9027 -7.0612
50 O 5.8105 -3.0886 -7.1927
51 O 3.1935 -3.0148 -6.9225
52 C 2.9311 -2.0161 -5.9531
53 O 4.2105 -4.1271 -8.6901
54 C 4.1678 -2.9656 -9.5024
55 H 4.1560 -5.1810 -3.7210
56 H 3.4623 -3.5939 -3.8532
57 H 2.8315 -4.9199 -4.8851
58 H 3.8360 -1.6142 -5.4987
59 H 2.2528 -2.4222 -5.2024
60 H 2.3864 -1.2042 -6.4381
61 H 5.1033 -2.4104 -9.4635
62 H 3.3324 -2.3216 -9.2264
63 H 4.0109 -3.3011 -10.5284

Values from the calculation:
- SMILES: FC(F)(F)C(F)(F)C(F)(F)C(F)(F)C(F)(F)C(F)(F)C(F)(F)C(F)(F)[SiH3].COP(=O)(OC)OC.COP(=O)(OC)OC

---

Energy above the lowest of the compared OMol25 structures with the same formula, charge and spin across the listed records, respectively: 15.2; 14.8; 111.2; 82.5; 54.6; 92.8 kcal per mole.